1.
Here is a cluster of 3 separate species, C5H15NO2 in total in a non-equilibrium geometry from the Open Molecules 2025 dataset. Energies are from ωB97M-V/def2-TZVPD.

Net charge: 0
DFT total energy: -11012.7631 eV
Spin multiplicity: 1

```
23
C5H15NO2, DFT ωB97M-V/def2-TZVPD
C -0.60334 -2.41307 1.09532
C -0.73684 -1.21267 0.15741
N 1.33595 0.89811 -0.39588
C 0.52759 0.92325 0.77648
C -0.46313 0.03178 0.97169
C 0.94537 1.88209 1.89674
H -0.40516 -3.36684 0.60277
H -1.55827 -2.57294 1.59879
H 0.19916 -2.22803 1.80389
H -0.08872 -1.28862 -0.72814
H -1.65134 -1.10342 -0.44064
H 2.30958 1.03538 -0.15117
H 1.21928 -0.04273 -0.75165
H -1.01481 0.14231 1.89791
H 0.99764 2.85399 1.40260
H 1.94393 1.57896 2.20745
H 0.17932 1.78482 2.65232
H -1.69978 1.12432 -1.49581
H -0.23482 1.58374 -1.50320
O -1.13774 1.83729 -1.80609
H -0.42661 -0.16439 -2.69156
H 0.58715 -0.46115 -3.73380
O -0.22442 -0.82219 -3.36545
```

---

2.
Here is the ion C6H8N3S with charge +1 in a non-equilibrium geometry from the Open Molecules 2025 dataset. Energies are from ωB97M-V/def2-TZVPD.

Net charge: +1
DFT total energy: -21648.0555 eV
Spin multiplicity: 1

```
18
C6H8N3S, DFT ωB97M-V/def2-TZVPD
C -3.56708 -1.31849 0.46340
C -1.36752 -1.34705 1.54765
C -0.19534 -0.77140 1.24299
C -1.47005 -0.14152 -0.60368
C 0.97407 -0.68268 2.10624
C -0.86563 1.31867 -2.70065
N -4.68557 -1.57893 0.37389
N -2.28559 -1.03742 0.53464
N -0.29818 -0.17903 0.00267
S -2.28916 0.30254 -1.97043
H -1.63768 -1.70281 2.58287
H 0.92990 0.27914 2.62968
H 0.96814 -1.48138 2.76153
H 1.87884 -0.76656 1.51356
H -1.02866 1.13972 -3.79533
H 0.07534 0.97621 -2.19703
H -1.07604 2.33662 -2.40666
H 0.58983 0.15929 -0.37498
```